Entry 1:
Density functional theory data (ωB97M-V/def2-TZVPD) for a molecular structure, C26H47BeO2Si2 in a non-equilibrium geometry.

```
78
Properties=species:S:1:pos:R:3:forces:R:3
Si 1.062717 -4.215241 -0.435809 0.5 1.0 0.6
Si 1.100288 -3.120786 2.583680 -0.4 0.6 -1.0
O 0.241935 1.434664 -3.813236 -0.4 0.0 -0.4
O 0.324168 -1.892262 -4.628290 0.2 -0.1 -2.2
C 1.714121 0.493956 0.422610 -0.2 0.6 0.1
C -1.659548 -1.605544 -0.977196 -0.4 0.2 0.5
C 1.836838 0.614542 -0.982835 0.2 0.8 0.3
C -0.032905 2.760365 -5.473823 -0.2 -0.2 0.3
C 1.326592 1.760663 0.957269 0.4 -0.3 -0.9
C 1.070630 1.874117 -4.886364 -0.1 0.1 -0.1
C -0.507123 -5.269186 -0.357847 -0.1 -0.2 -0.1
C -1.199453 3.319186 -3.209058 -0.1 -0.2 0.2
C 1.623601 1.984901 -1.318101 -0.1 -0.3 0.8
C -1.383454 -0.193262 -0.863335 -0.2 -0.6 0.3
C 2.594098 -4.068542 3.187840 0.3 -0.2 0.3
C -1.515461 -1.048687 1.283680 -1.2 -0.4 -1.1
C -0.211265 -1.336398 -5.853524 -0.5 0.6 0.4
C -0.410725 -4.161148 3.074500 0.0 0.1 0.1
C -1.314657 0.124262 0.509591 -0.5 -0.1 0.1
C 0.411917 -1.981142 -7.094943 0.0 -0.6 0.3
C 1.256711 -2.912426 -5.025470 0.3 -0.3 0.9
C -2.073730 1.330092 -4.522294 0.1 0.0 0.0
C -0.889034 2.253682 -4.255513 0.6 0.1 -0.2
C 1.194472 -2.778817 0.749071 0.1 -0.3 -0.5
C 2.488259 -5.416399 -0.200811 0.1 -0.3 -0.6
C 1.136869 -3.390396 -2.125119 0.1 -0.6 -0.2
C 1.423339 -2.994242 -6.538407 -0.1 0.0 0.1
C 1.042412 -1.515304 3.553187 -0.1 -0.1 0.4
C 1.272649 2.691757 -0.128183 0.3 -1.1 0.0
C -1.847187 -2.115421 0.368532 0.0 0.6 0.0
Be -0.078261 -1.820657 -0.012884 0.4 1.2 1.4
H 2.928782 -4.817956 2.468472 0.0 0.1 0.1
H -1.961581 4.024714 -3.575034 0.2 -0.1 0.0
H -1.226839 1.121867 0.942305 0.5 -0.5 -0.4
H -1.322560 0.516349 -1.690722 0.5 -0.4 0.4
H 2.327785 -6.237973 -0.917812 0.3 0.0 0.2
H 2.521620 -5.824961 0.815335 -0.1 0.0 -0.3
H -0.042949 -0.252130 -5.875462 -0.1 -0.3 0.3
H 1.085697 1.949286 2.000098 0.1 0.1 -0.1
H 0.888972 -1.278698 -7.779069 -0.2 0.1 0.1
H 2.380862 -4.580248 4.132375 0.0 0.0 0.0
H -1.790075 -2.178331 -1.896595 -0.1 0.3 0.3
H 2.214004 -2.679450 -4.540843 -0.2 -0.2 -0.1
H 1.851622 -0.426064 0.978342 -0.1 0.4 0.1
H -1.300123 -1.516615 -5.864148 0.3 0.1 0.1
H -0.391009 -2.510357 -7.611871 0.2 0.1 -0.3
H -0.732351 -5.576533 0.671817 0.0 0.1 -0.3
H 0.217195 3.828523 -5.449329 -0.3 -0.2 -0.1
H -2.872176 1.816235 -5.101811 0.2 0.0 0.2
H 2.042233 -1.082374 3.673104 -0.2 0.0 -0.1
H -1.387557 -4.762194 -0.776208 0.2 -0.1 0.1
H -1.592864 2.818799 -2.306402 0.2 0.3 -0.3
H 3.458091 -4.937245 -0.421100 -0.3 -0.2 0.1
H 1.389284 -4.175964 -2.847080 -0.1 0.1 0.1
H 1.954167 2.410471 -4.528748 0.0 -0.1 0.0
H 1.895578 -2.601378 -2.235574 -0.1 -0.2 0.3
H -1.750448 0.415031 -5.038678 -0.2 0.5 0.1
H 2.036759 -0.196115 -1.681234 0.1 0.2 0.1
H -0.419077 -5.122926 2.549148 0.0 0.1 0.2
H -2.456908 1.017107 -3.543371 -0.2 0.0 -0.2
H 0.185731 -2.937735 -2.443255 0.3 -0.3 0.1
H 1.770951 2.407116 -2.303969 -0.2 0.0 0.2
H 0.895615 -3.863513 -4.616581 0.1 0.2 -0.3
H -0.348393 -6.189014 -0.948301 0.0 0.3 0.2
H 2.467375 -2.764692 -6.787137 -0.4 -0.1 -0.2
H -1.365151 -3.651639 2.884399 0.2 -0.1 0.0
H 1.171093 -4.006731 -6.881028 0.3 0.3 0.0
H -0.360371 -4.369651 4.154684 0.0 0.0 -0.2
H 3.425285 -3.380158 3.372395 0.0 -0.1 -0.1
H 1.026671 3.747042 -0.056689 0.1 -0.1 0.0
H 2.186510 -2.293377 0.516603 -0.8 -0.5 0.1
H 0.377930 -0.750228 3.139700 0.3 -0.2 0.0
H -2.127378 -3.129498 0.632613 0.2 0.2 0.0
H 1.367647 1.048229 -5.545630 0.2 0.1 0.2
H 0.661449 -1.781057 4.545881 0.1 0.2 0.2
H -0.377099 2.435681 -6.464839 0.0 0.3 0.2
H -0.288808 3.857781 -2.902978 -0.3 -0.2 -0.2
H -1.546404 -1.098358 2.374417 0.1 -0.1 -0.6
```
Forces are in eV/Å.

HOMO energy: -2.583 eV
Frontier orbital gap: 5.10 eV
Maximum force: 0.0436 Eh/bohr
E: -47976.0611 eV
Lowest unoccupied orbital energy: 2.51 eV
Charge: -1

Entry 2:
Density functional theory data (ωB97M-V/def2-TZVPD) for a molecular structure, C25H61Al2CsF5KN3O6P in a non-equilibrium geometry.

```
105
Properties=species:S:1:pos:R:3:forces:R:3
Cs 2.308055 -4.767499 -0.564471 11.6 -6.2 1.7
K -1.157916 1.565590 -6.441835 -1.1 0.6 -0.9
P 2.888157 0.074767 -0.008828 0.0 0.6 0.7
Al 8.838269 4.202593 0.664086 0.1 0.4 0.4
Al 4.680569 -0.359254 -2.445305 0.5 0.7 -0.3
F 0.507716 -4.162142 -0.519442 -10.7 3.4 0.7
F 10.295169 5.159099 0.777389 -1.2 -0.8 -0.2
F 8.042716 4.151998 2.219534 0.6 -0.1 -1.3
F 7.758745 4.913690 -0.523082 0.7 -0.7 0.7
F 9.247914 2.565841 0.167989 -0.3 0.9 0.3
O -4.467497 -0.388748 -7.447097 0.4 0.1 -0.2
O -1.299266 -4.368650 7.982308 -0.1 0.0 0.0
O -3.058411 -0.206728 6.447378 0.0 0.1 -0.5
O 10.775694 1.272142 2.743032 0.0 -0.1 -0.1
O -3.886190 4.990564 3.528648 0.2 0.0 0.3
O -4.535749 -2.311918 -8.606593 0.1 0.3 0.2
N 4.013201 3.831567 1.454035 0.1 -1.2 -0.6
N 4.467698 1.775318 2.510769 -0.7 -0.4 -0.8
N 5.228911 2.222666 0.234068 -0.6 -0.8 0.2
C 1.471401 -2.898100 -2.776637 0.1 0.2 -0.7
C -4.328273 -3.705954 -8.318273 0.0 -0.4 -0.1
C -4.288186 -1.575820 -7.503100 -0.4 0.1 0.1
C -2.595740 -0.063650 0.111486 -0.8 0.7 -0.3
C 0.127694 -2.534968 -3.522433 0.8 -1.1 -0.3
C -3.379763 0.285231 2.565469 0.3 -0.8 0.0
C -1.638058 -0.228198 6.607387 0.0 -0.2 0.8
C 4.147960 2.366617 1.195994 -0.8 1.7 1.2
C -2.871224 -1.119864 3.051949 0.7 0.5 0.5
C -1.403302 0.314309 -2.044654 -0.7 -0.4 -0.3
C -1.289152 -1.210535 3.006350 -0.7 -0.3 -0.3
C -3.405233 -3.729180 -7.116707 0.2 -0.2 0.3
C 0.285187 -1.463582 -4.658853 0.2 0.5 1.0
C -2.823670 0.373215 -1.383681 0.8 -0.6 0.5
C -2.956326 4.348488 2.832099 0.3 -0.2 -0.4
C -3.774515 0.298031 1.059325 0.1 0.3 0.2
C -3.505372 4.117611 1.398657 0.0 -0.3 -0.8
C -1.212593 0.910333 7.522018 0.0 0.3 -0.2
C 2.761456 1.844544 0.679069 0.0 -0.4 -0.5
C -1.207700 -1.579205 7.159801 0.0 0.1 -0.3
C 0.012765 0.014320 -4.218640 -0.9 0.5 -0.7
C -3.813162 -2.464754 -6.377922 0.3 -0.4 -0.2
C 3.002265 -1.644974 -0.903903 -0.8 0.1 -1.2
C 2.055507 -1.528913 -2.188682 -0.1 -1.7 1.3
C -1.435102 0.275514 -3.606948 0.9 1.1 0.0
H -3.283645 1.378314 -1.472857 0.3 -0.5 0.1
H -4.200907 0.618447 3.233266 0.3 -0.1 -0.7
H 4.047083 -0.214804 0.777312 -0.4 -0.2 0.1
H -0.639305 -2.288172 -2.765331 0.3 -0.1 -0.5
H -1.536336 1.871151 7.115419 0.0 0.0 0.0
H -0.941688 -1.783135 3.888178 0.1 0.2 -0.6
H -2.450756 -1.167233 0.107129 0.3 0.7 0.2
H -3.495008 -4.637344 -6.522260 0.0 0.0 -0.1
H -1.675902 0.809036 8.507664 0.1 -0.1 0.0
H -1.527697 -2.386362 6.498900 0.1 0.0 0.1
H 3.861002 4.254014 0.540347 0.0 0.5 0.4
H 1.169362 -0.918424 -1.891206 0.7 -0.3 -0.1
H -0.123974 -1.633271 7.274065 0.0 -0.1 0.1
H -3.501430 -0.380121 -1.847541 0.4 0.6 0.0
H 1.965683 1.856023 1.464527 0.6 0.0 -0.4
H -1.201227 -0.084620 5.616240 -0.2 0.1 -0.1
H 1.339179 -1.495706 -5.023643 -0.8 -0.2 -0.1
H -0.972269 -1.707550 2.062379 0.1 0.2 0.6
H 4.939482 2.399765 -0.720710 0.3 0.2 0.0
H 5.749420 1.359869 0.341358 0.3 0.3 0.1
H -2.537866 0.998389 2.717313 -0.6 -0.2 -0.1
H 10.374351 1.604168 1.918907 -0.1 0.1 0.0
H -3.332595 -1.951919 2.475044 0.3 0.5 0.2
H 2.413448 2.502674 -0.156569 0.2 -0.4 0.5
H -1.668189 -1.766807 8.132348 0.1 0.1 0.0
H -1.976440 4.853861 2.692238 -0.1 0.5 0.1
H 4.472429 2.534898 3.189597 0.6 -0.1 -0.2
H -3.150786 -1.278840 4.116781 0.0 0.2 -0.7
H 2.695788 -2.461450 -0.168844 0.8 1.7 -1.1
H 1.543416 -0.267259 0.351533 0.2 -0.1 0.0
H 4.066548 -1.818739 -1.298520 -0.9 -0.8 1.1
H -4.412870 3.511214 1.405338 0.0 0.1 0.2
H 0.115182 0.673111 -5.155636 0.9 -1.4 1.9
H -2.756316 3.585789 0.794495 0.1 0.0 0.1
H 1.287564 -3.713362 -1.965613 -0.9 3.3 -3.0
H -0.171892 -3.477681 -4.036247 -0.1 0.6 0.5
H -0.763022 1.166563 -1.720337 -0.5 -0.4 -0.2
H 2.567989 -0.963145 -3.016187 -0.4 -0.2 0.4
H -2.130401 -4.175939 8.442301 0.1 -0.1 -0.1
H -0.830753 -0.198415 3.028818 -0.3 -0.6 0.1
H -1.692242 0.487084 0.453065 -0.3 -0.6 0.0
H -0.423730 -1.707889 -5.479932 0.5 0.1 0.3
H -0.927193 -0.595797 -1.611569 -0.2 0.5 -0.6
H 0.762948 0.420334 -3.508105 -0.4 -0.3 -0.5
H -3.888843 -4.195333 -9.185559 -0.1 0.2 -0.1
H -5.297011 -4.164705 -8.107855 0.0 0.1 0.0
H -2.210377 -0.403170 -4.020131 0.5 0.1 0.3
H 3.126301 0.664977 -1.336144 0.1 0.0 -0.2
H -1.742469 1.328620 -3.919662 0.1 -1.0 0.4
H -4.644292 -2.641781 -5.692666 0.0 0.1 0.0
H -3.453541 -0.333313 7.315174 0.0 0.0 0.1
H -2.365688 -3.644293 -7.445225 -0.1 0.0 0.0
H -3.724772 5.060582 0.894718 0.0 0.0 0.2
H -0.128268 0.932009 7.647986 0.0 0.0 0.0
H -4.610993 -0.405585 0.857263 0.3 0.5 0.2
H 3.669034 1.207329 2.793263 0.3 -0.1 0.0
H -2.974593 -2.013050 -5.850457 -0.2 0.1 0.2
H 3.193702 3.936684 2.048260 -0.1 0.4 -0.3
H 2.178792 -3.377138 -3.540279 -0.7 0.8 0.9
H -4.111441 1.332418 0.824659 0.1 -0.7 0.0
H -2.646620 3.343615 3.191446 -0.5 -0.2 0.3
```
Forces are in eV/Å.

HOMO energy: -5.957 eV
Frontier orbital gap: 0.99 eV
Maximum force: 0.2581 Eh/bohr
ΔE to the lowest compared entry with this formula, charge and spin: 0.0 kcal/mol
E: -96598.2104 eV
Lowest unoccupied orbital energy: -4.97 eV

Entry 3:
Density functional theory data (ωB97M-V/def2-TZVPD) for 2 unconnected molecules or ions with the total composition C2H6IO2 in a non-equilibrium geometry.

```
11
Properties=species:S:1:pos:R:3:forces:R:3
I 16.335330 8.970180 0.301650 0.0 0.0 0.0
O 12.586010 8.133350 -7.171250 -1.1 0.7 0.0
O 16.073040 7.700830 -5.987520 -1.7 0.8 -1.4
C 15.003050 8.222250 -6.856410 0.0 -0.9 0.7
C 13.616920 8.011000 -6.223060 0.6 0.6 0.0
H 14.907920 7.688730 -7.802140 0.9 -0.2 -0.1
H 13.439550 8.825600 -5.520870 -0.2 0.0 0.1
H 13.562950 7.089470 -5.643420 0.2 -0.3 -0.2
H 15.866550 8.244770 -5.223920 0.7 -0.2 0.8
H 15.188110 9.279440 -7.046710 -0.1 0.0 -0.2
H 12.638960 7.676830 -8.014090 0.7 -0.4 0.3
```
Forces are in eV/Å.

HOMO energy: -3.248 eV
Frontier orbital gap: 5.77 eV
Maximum force: 0.0448 Eh/bohr
ΔE to the lowest compared entry with this formula, charge and spin: 25.4 kcal/mol
E: -14368.3986 eV
Lowest unoccupied orbital energy: 2.52 eV
Charge: -1

Entry 4:
Density functional theory data (ωB97M-V/def2-TZVPD) for 2 unconnected molecules or ions with the total composition C4H12NO2 in a non-equilibrium geometry.

```
19
Properties=species:S:1:pos:R:3:forces:R:3
O 0.486405 -0.121359 -0.251018 -0.1 0.2 -0.4
O 2.697590 -0.011832 -0.075475 0.2 -0.4 0.1
N -2.312807 -0.831106 -0.354902 2.9 -0.8 0.9
C -3.077565 0.194558 0.335497 -3.7 -0.2 -0.4
C 1.518277 0.548754 -0.229117 -1.6 -0.2 1.4
C 2.738970 -1.435170 0.139283 0.0 -2.1 -4.4
C 1.465767 2.053204 -0.081648 0.5 0.5 -0.4
H 1.214837 2.352684 0.953132 0.5 -0.6 -0.3
H -1.243066 -0.803171 -0.161317 -1.0 1.3 -1.4
H 2.403211 2.517580 -0.399625 -0.1 -0.1 0.3
H 1.800195 -2.003412 0.189604 -0.2 1.0 -0.5
H 0.676251 2.534858 -0.657163 -0.1 -0.5 -0.3
H -4.060951 -0.307316 0.712645 1.7 1.4 -0.8
H 3.359811 -1.991996 -0.714804 -1.3 1.7 1.7
H 3.164529 -1.729030 1.011122 1.9 0.2 2.8
H -2.592644 0.651222 1.113414 1.7 0.0 2.4
H -2.401881 -1.761162 -0.001743 -1.1 -0.9 1.1
H -2.603799 -0.990642 -1.296876 0.4 0.6 -1.2
H -3.233134 1.133344 -0.231010 -0.4 -1.2 -0.7
```
Forces are in eV/Å.

HOMO energy: -14.368 eV
Frontier orbital gap: 11.02 eV
Maximum force: 0.0951 Eh/bohr
ΔE to the lowest compared entry with this formula, charge and spin: 44.5 kcal/mol
E: -9920.2999 eV
Lowest unoccupied orbital energy: -3.35 eV
Charge: +1

Entry 5:
Density functional theory data (ωB97M-V/def2-TZVPD) for a molecular structure, FH3OSi in a non-equilibrium geometry.

```
6
Properties=species:S:1:pos:R:3:forces:R:3
Si 0.002739 -0.228473 -0.315617 -0.6 -1.9 -3.3
F 1.147590 -0.083995 -1.383668 0.9 0.9 -0.5
O 0.570305 0.048599 1.156491 -1.1 -1.5 1.8
H -0.243036 -1.650581 -0.691674 -0.7 0.1 0.7
H 1.133577 1.086775 1.461002 1.7 2.4 0.8
H -1.059021 0.743966 -0.645839 -0.2 0.0 0.5
```
Forces are in eV/Å.

HOMO energy (spin up / spin down): -5.813 / -12.750 eV
Frontier orbital gap (spin up / spin down): 6.59 / 7.55 eV
Multiplicity: 3
Maximum force: 0.0749 Eh/bohr
Expectation value of S²: 2.01
ΔE to the lowest compared entry with this formula, charge and spin: 12.6 kcal/mol
E: -12686.7227 eV
Lowest unoccupied orbital energy (spin up / spin down): 0.78 / -5.20 eV

Entry 6:
Density functional theory data (ωB97M-V/def2-TZVPD) for a molecular structure, C6H37NO17STl2 in a non-equilibrium geometry.

```
64
Properties=species:S:1:pos:R:3:forces:R:3
Tl 3.235055 3.271156 -2.304938 0.1 -0.3 -0.1
Tl -2.455645 5.015766 0.708432 0.0 0.3 0.1
S -0.088655 2.388996 0.163872 0.6 -1.2 -2.5
O 1.890035 3.803206 2.685602 -0.1 0.1 0.6
O 2.058385 0.516806 -2.122788 0.1 -0.4 -0.2
O 0.272885 2.285456 -3.061748 0.4 0.1 0.1
O -3.982335 3.796496 -1.786328 0.4 1.2 0.5
O -2.756555 -0.016344 0.484462 -0.3 -0.3 -0.3
O 4.175855 1.981436 0.173302 -0.4 0.2 -0.4
O -2.867245 1.357816 -1.992368 -0.1 -0.2 -0.9
O -0.239165 1.816256 3.484292 0.1 0.6 0.9
O 1.117505 -0.271314 2.315732 0.2 -0.6 0.4
O -0.542215 -3.297864 -2.660868 0.2 1.3 1.3
O 0.218165 -5.954364 0.921962 0.4 0.6 0.4
O 0.447315 5.656706 0.336662 -0.4 -0.4 0.0
O -0.338415 3.198936 1.349562 -1.1 1.7 2.1
O -1.088745 2.851926 -0.793488 0.5 0.4 0.3
O -0.511545 5.368526 3.045052 -0.9 -0.4 -0.2
O -0.243685 0.987866 0.484772 -0.9 -1.3 0.1
O 1.289335 2.530166 -0.256358 0.6 1.2 -0.2
N 0.561215 -3.296244 -0.046368 -2.9 0.2 3.2
C 0.621985 -7.317914 0.994362 -1.7 -0.6 -0.4
C -0.201005 -2.152684 -0.510048 3.5 -0.2 -0.4
C -0.104255 -2.084894 -2.036418 -1.9 0.1 -1.4
C -1.750965 -3.087534 -3.381128 -0.4 -1.3 -0.7
C 1.020065 -5.052214 1.621282 -0.2 1.0 -0.1
C 0.493585 -3.579624 1.468612 1.0 -1.1 -1.7
H 1.196295 3.538376 2.081602 0.0 -0.5 -0.4
H 0.152075 -4.109804 -0.483198 0.7 -1.3 -1.0
H 1.619655 -7.574244 0.637922 0.4 0.5 0.0
H 1.077005 -2.894784 2.084012 0.3 0.0 -0.2
H -4.857475 3.912826 -2.156208 -0.6 0.4 0.0
H -2.538015 -2.557784 -2.844458 0.3 0.5 0.3
H 0.613985 0.116186 1.599812 -0.2 0.3 -0.6
H -3.717245 2.920876 -2.067848 0.4 -1.2 -0.1
H -0.007795 5.947386 3.617232 0.1 0.7 0.5
H 0.655065 5.607416 -0.596418 0.1 0.1 -0.5
H 1.706435 -0.891914 1.886482 0.5 0.0 0.3
H 0.851925 -1.747154 -2.436098 0.6 -0.7 0.4
H -0.160475 -7.848244 0.451582 0.3 -0.1 -0.2
H -1.816925 0.164046 0.456392 0.4 0.4 0.1
H -0.436475 2.346426 -2.421968 -0.3 0.3 -0.1
H -0.756455 -1.273344 -2.359098 -0.3 0.1 0.1
H -1.228035 -2.208124 -0.149178 -0.5 -0.1 -0.3
H 0.143045 4.792776 2.649752 0.4 0.1 -0.1
H -0.530535 -3.377814 1.782552 -0.4 -0.4 0.0
H -1.468315 -2.593904 -4.310938 -0.1 0.5 -0.2
H 0.318125 -1.272864 -0.129858 -0.6 0.2 0.4
H 1.228335 6.039246 0.736552 0.2 0.6 0.3
H -2.149115 1.773216 -1.514908 0.0 0.0 0.2
H -3.298835 0.803586 -1.342148 -0.3 -0.4 0.4
H 3.401405 1.742256 0.682472 -0.3 -0.1 0.2
H 0.197745 1.024416 3.170712 0.7 -1.0 0.3
H 1.170595 -5.362644 2.655242 -0.2 0.0 0.4
H 0.503165 -7.658114 2.023072 0.3 0.0 0.6
H 2.603915 4.094386 2.118312 0.7 0.2 -0.1
H 0.081605 1.488976 -3.556988 0.1 -0.1 -0.5
H 2.035505 -5.122374 1.231322 0.6 0.2 -0.5
H 2.361775 -0.348594 -1.848438 0.7 -0.2 0.0
H -0.505575 2.274906 2.687492 -0.9 0.4 -0.4
H 1.404345 0.760606 -1.467788 -0.2 0.4 0.2
H 4.914585 1.728906 0.727132 0.6 0.0 0.1
H -2.177035 -4.039954 -3.696488 0.4 -0.2 0.2
H -2.819205 -0.911654 0.817242 -0.6 -0.2 0.4
```
Forces are in eV/Å.

HOMO energy: -21.005 eV
Frontier orbital gap: 3.10 eV
Maximum force: 0.0838 Eh/bohr
ΔE to the lowest compared entry with this formula, charge and spin: 0.0 kcal/mol
E: -63288.4111 eV
Lowest unoccupied orbital energy: -17.90 eV
Charge: +4